An isolated ion of composition C2H4NO and charge +1, computed with wB97M-V/def2-TZVPD.

Output
**Net charge**: +1
**Relative energy (zero: lowest compared OMol25 entry of this formula, charge and spin)**: 89.6 kcal per mole
**Multiplicity**: 1
**SMILES string**: O=[N+]1CC1
**Frontier orbital gap**: 10.03 eV
**HOMO**: -17.95 eV

Each line ends with the Löwdin charge.
CARTESIAN COORDINATES (ANGSTROEM)
C  0.33043  -0.21047  0.76063  0.07
C  -0.49432  0.61386  -0.27015  0.04
N  0.21045  -0.47378  -0.61001  -0.17
O  0.55020  -1.12900  -1.52442  0.34
H  1.23507  0.35008  1.31622  0.21
H  0.02852  -1.05151  1.40509  0.16
H  -1.55576  0.34244  -0.27955  0.17
H  -0.30459  1.55839  -0.79782  0.18

An isolated molecule of C10H14O2Se, computed with wB97M-V/def2-TZVPD.

Output
**Relative energy (zero: lowest compared OMol25 entry of this formula, charge and spin)**: 0.0 kcal per mole
**Multiplicity**: 1
**SMILES string**: C[Se]C1=C(C)C(=O)[C@H](C)[C@@H](O)C=C1
**Frontier orbital gap**: 8.90 eV
**HOMO**: -8.38 eV

Each line ends with the Löwdin charge.
CARTESIAN COORDINATES (ANGSTROEM)
C  0.48621  1.64373  0.28460  -0.02
C  -0.65815  1.05451  0.63296  -0.11
C  1.01270  -1.21784  0.02293  -0.32
C  1.37186  1.17897  -0.83977  -0.34
C  1.98711  -0.21592  -0.56873  -0.23
C  -0.41856  -1.15318  -0.41776  -0.24
C  -1.19213  -0.13610  -0.01403  -0.49
C  3.27355  -0.13898  0.25312  -0.04
C  -0.88108  -2.38345  -1.12448  -0.04
C  -3.79576  0.48969  1.35732  -0.40
O  1.36766  -2.09684  0.77176  0.12
O  0.71371  1.13625  -2.09879  -0.02
Se  -3.10046  -0.10142  -0.37998  1.00
H  0.80047  2.53941  0.80042  0.11
H  -1.26155  1.50059  1.41535  0.10
H  2.21173  1.88445  -0.94216  0.14
H  2.22559  -0.62068  -1.56112  0.16
H  -0.15236  1.54973  -2.02654  0.10
H  3.15314  0.56121  1.07903  0.09
H  4.10764  0.18311  -0.36591  0.08
H  3.49927  -1.12002  0.66285  0.08
H  -0.63970  -3.26260  -0.52825  0.09
H  -0.36154  -2.47584  -2.08049  0.10
H  -1.95469  -2.34177  -1.31367  0.04
H  -3.76680  1.57355  1.43660  0.02
H  -4.82821  0.14623  1.39533  0.01
H  -3.22403  0.01816  2.15175  0.03

- Which formula does entry 2 have?
  C10H14O2Se